Computed, not measured: the molecule C8H17NSi in a non-equilibrium geometry, with wB97M-V/def2-TZVPD.

## Properties
- calculated total energy (Ha) = -659.1400
- Kohn-Sham gap (spin up / spin down) (eV) = 7.168 / 8.112
- energy relative to the best compared isomer or geometry (same formula, charge and spin) (eV) = 2.931
- HOMO energy (spin up / spin down) (eV) = -7.0 / -7.9

Structure (ORCA input):
```
! wB97M-V def2-TZVPD RIJCOSX def2/J DEFGRID3
* xyz 0 1
H -3.2727 0.1908 -1.8674
C 3.3552 0.6248 0.7787
H -1.0940 -3.0982 1.0170
H -1.7072 0.4787 2.5293
Si -1.6413 0.0556 0.0532
H -2.4246 -1.3441 -1.8797
H 3.1911 -0.0161 1.6421
H 2.5305 1.3296 0.7170
H -1.8209 2.5598 -0.2307
C -2.4110 0.0931 1.7984
H -3.2961 0.7204 1.8284
C 3.4223 -0.2116 -0.4913
H -3.7337 -1.0801 -0.7517
C -1.0503 1.8136 -0.4044
H -0.1840 2.0924 0.1888
N 1.0759 -0.6398 -0.1473
C -0.2751 -2.8795 0.3556
H 0.6822 -3.3010 0.6119
C -2.8868 -0.6023 -1.2350
H 3.6582 0.4298 -1.3491
H 4.2803 1.1778 0.9230
H 4.2269 -0.9499 -0.4187
H 2.1423 -1.6695 -1.5638
C 2.1389 -0.9249 -0.7682
H -0.7628 1.8749 -1.4504
C -0.1099 -1.0402 0.0889
H -2.7017 -0.9030 2.1160
*
```

Atom charges from the Löwdin analysis, given in e for atoms 1 to 5: 0.020 -0.111 -0.044 0.025 0.557

***

Computed, not measured: the molecule C19H30N4O2, with wB97M-V/def2-TZVPD.

## Properties
- calculated total energy (Ha) = -1111.5381
- Kohn-Sham gap (eV) = 9.487
- energy relative to the best compared isomer or geometry (same formula, charge and spin) (eV) = 0.465
- HOMO energy (eV) = -8.9

Structure (ORCA input):
```
! wB97M-V def2-TZVPD RIJCOSX def2/J DEFGRID3
* xyz 0 1
C -4.6089 1.2809 0.0564
C 6.1454 0.0729 0.8297
C -1.3862 1.2627 -0.4639
O -1.5018 0.9933 -1.6407
C -0.2091 0.7924 0.3947
H -5.3954 -2.6207 -0.0895
C -3.5993 2.3084 -0.3377
C -0.1502 -1.7184 0.3585
C 6.2053 0.5065 -0.6369
H -6.6654 -1.7093 -2.0463
H -6.7609 -2.2006 0.9772
N -6.2633 0.2175 1.1374
H -3.9014 3.2983 0.0118
C 5.3442 -0.3657 -1.5514
H 1.5768 1.4365 -0.6404
C 1.3659 -1.7017 0.3691
C -6.2314 -1.9316 0.0609
H -0.4914 -2.6416 0.8265
C 5.0151 0.7069 1.6468
H -4.1462 -0.5151 -1.1812
C 3.6956 0.8935 0.8945
H -0.5185 -1.6858 -0.6687
N 1.8772 -0.5046 0.0064
O 2.0458 -2.6448 0.7264
C -4.7129 -0.0100 -0.4255
N -5.7112 -0.6045 0.2525
H -3.4738 2.3216 -1.4230
C -0.6391 -0.4933 1.1276
H 3.3286 -0.8651 -2.0601
H -5.8693 2.1900 1.6636
H 2.9054 1.0506 1.6328
H 7.0891 0.3261 1.3184
H 7.2398 0.4210 -0.9784
H -2.1998 2.0727 1.2220
C 1.0028 0.5197 -0.5122
H 3.5911 0.8586 -1.7928
H 3.7529 1.7958 0.2819
C 3.8400 -0.1395 -1.4230
H -0.2051 -0.5135 2.1299
H -8.0115 -1.2996 -0.9779
H 5.3360 1.6879 2.0064
N -2.2943 1.9894 0.2215
H -7.5785 -2.9925 -1.2445
H 6.0544 -1.0140 0.8628
H 5.6253 -0.1725 -2.5898
C -7.1835 -1.9869 -1.1313
H 5.5656 -1.4147 -1.3427
C 3.3180 -0.3004 0.0090
H 5.9187 1.5546 -0.7345
H 0.6142 0.2274 -1.4974
H 3.7195 -1.2228 0.4399
H 4.8408 0.0808 2.5242
H -1.7265 -0.5250 1.2351
H 0.0292 1.5704 1.1254
C -5.6077 1.3579 1.0405
*
```

Atom charges from the Löwdin analysis, given in e for atoms 1 to 5: -0.202 -0.205 -0.478 0.068 -0.192

***

- Which of these has the highest calculated total energy?
  C8H17NSi

***

- Look up the calculated total energy of the first one.
  -659.1400 Ha